Here is a 2-piece molecular cluster, C3H8NOS overall at a distorted geometry from the OMol25 dataset. Energies are from wB97M-V/def2-TZVPD.

```
14
Properties=species:S:1:pos:R:3:mulliken_charge:R:1
C -0.20 0.25 -1.95 -0.363
C -0.68 -0.32 -0.73 0.251
C 1.62 1.27 2.23 -0.691
N -1.19 -1.70 -0.60 -0.306
O -1.54 0.59 -1.43 -0.337
S -0.09 0.92 2.25 -0.043
H 0.42 1.13 -1.98 0.230
H -0.15 -0.40 -2.81 0.243
H 2.12 0.24 2.43 0.269
H 1.70 2.26 2.88 0.306
H 1.97 1.63 1.28 0.291
H -0.88 -2.05 0.35 0.402
H -0.82 -2.35 -1.27 0.335
H -2.27 -1.47 -0.67 0.414
```

charge = +1
E_HOMO (alpha / beta) = -12.57 / -12.22 eV
ΔE to the lowest compared entry with this formula, charge and spin = 550.03 kJ/mol
multiplicity = 1
molar mass = 106.17 g/mol
strongest force on any atom = 0.0633 Eh/bohr